No. 1
Density functional theory data (ωB97M-V/def2-TZVPD) for 8 unconnected molecules or ions with the total composition C2H21N2O7 at a distorted geometry.

- lowest unoccupied orbital energy (alpha / beta) (eV) = 0.45 / 0.34
- ⟨S²⟩ = 0.751
- 2S+1 = 2
- Kohn-Sham gap (alpha / beta) (eV) = 3.026 / 8.842
- energy relative to the best compared isomer or geometry (same formula, charge and spin) (kJ/mol) = 89.7

```
32
Properties=species:S:1:pos:R:3:mulliken_spin:R:1
C -0.762 2.619 0.302 0.4855
H -0.726 0.709 1.347 -0.0019
H -2.006 -0.576 -2.366 0.0354
O -2.018 -0.248 -1.450 -0.0786
H -0.845 -2.928 0.244 -0.0162
H -1.077 3.593 -0.014 -0.1084
H -1.703 -3.242 2.358 -0.0093
O 0.698 -0.599 2.394 -0.0047
H -1.284 -1.798 -0.661 0.0059
H 1.245 2.444 -0.414 -0.3548
O 1.537 -1.938 -2.085 -0.0112
O 2.003 -0.710 0.078 0.0496
O 2.048 1.543 -2.521 -0.2043
H 0.642 -2.060 -1.678 0.0318
C -1.093 1.751 1.286 0.4013
H 1.140 -0.763 1.470 0.0103
O -0.627 -2.481 -0.579 0.1204
N -1.897 2.248 2.275 -0.0436
H -2.846 0.123 -1.219 0.0384
H 1.272 -0.941 3.077 0.0079
H -2.273 3.170 2.243 0.0055
H 1.843 0.934 -3.269 0.0718
H 1.840 -2.838 -2.327 -0.0150
H 2.977 1.422 -2.302 0.0714
H -0.059 2.490 -1.651 -0.3808
H -2.134 1.664 3.044 -0.0052
H 2.890 -0.398 -0.059 -0.0243
H 0.430 1.192 -0.682 0.1207
N 0.296 2.148 -0.689 0.7435
H 1.796 -1.304 -0.734 0.0366
H -0.517 -2.192 2.508 -0.0087
O -0.790 -3.033 2.073 0.0309
```

***

No. 2
Density functional theory data (ωB97M-V/def2-TZVPD) for 7 unconnected molecules or ions with the total composition C30H77N3O10 at a distorted geometry.

- lowest unoccupied orbital energy (eV) = 0.52
- SMILES string = COCCNCCOC.COCCNCCOC.COCCNCCOC.CC(C)O.CC(C)O.CC(C)O.CC(C)O
- 2S+1 = 1
- Kohn-Sham gap (eV) = 8.885
- energy relative to the best compared isomer or geometry (same formula, charge and spin) (kJ/mol) = 94.6

```
120
Properties=species:S:1:pos:R:3:mulliken_charge:R:1
C -5.828 18.320 4.122 0.2490
H -3.803 16.297 11.315 0.3723
C -8.043 19.186 1.918 -0.7790
H -8.278 25.871 7.909 0.1101
H -9.723 16.094 6.680 -0.0402
H -5.469 23.272 3.586 -0.0469
H -8.261 17.981 12.167 0.4241
H -7.272 19.248 6.269 0.1671
H -11.346 15.947 7.382 0.4123
H -6.431 24.194 2.448 0.2956
C -2.518 20.941 5.476 0.8814
H -8.354 18.627 2.794 0.4990
H -4.566 22.246 10.278 0.4242
C -3.153 24.696 5.392 -0.6276
H -8.092 25.872 5.428 0.2958
O -8.359 18.508 10.194 0.2308
H -9.929 20.196 1.854 0.4060
H -0.784 19.754 5.959 0.4111
H -3.700 20.828 3.734 0.2093
C -7.861 18.747 11.468 -1.1775
H -10.451 11.745 6.204 0.2423
C -7.708 29.484 6.431 -0.8111
C -9.763 18.441 10.106 -0.8531
H -2.938 19.279 4.116 0.3239
H -8.826 16.358 8.858 0.1234
H -10.027 25.932 7.659 0.3965
H -5.516 15.512 7.924 0.2911
C -7.195 18.191 6.000 -0.1396
H -1.536 20.510 7.340 0.4181
H -6.754 19.293 9.131 -0.1730
C -4.738 15.734 11.270 -1.4349
H -2.076 24.540 5.402 0.3380
H -8.288 29.738 5.540 0.3233
H -9.770 27.939 6.240 0.3912
H -8.913 22.932 1.231 0.1332
C -11.227 12.324 6.716 -0.6996
H -3.898 15.549 8.625 0.3589
C -5.136 25.132 6.819 -0.1763
H -9.392 28.157 7.946 0.4915
O -3.758 21.379 6.043 -0.1117
H -5.546 17.142 9.807 -0.4408
H -10.206 19.443 10.212 0.3920
H -3.423 25.427 4.625 0.4372
C -9.132 22.303 0.360 -0.5525
O -6.841 15.544 10.137 -0.5771
H -4.114 20.552 9.963 0.3935
C -8.465 23.487 4.652 -0.3189
C -6.065 21.179 9.225 0.3068
H -3.192 26.181 6.954 0.4353
H -3.697 23.778 5.161 -0.3797
H -6.116 17.401 2.184 0.2824
H -8.402 22.397 4.746 0.2175
C -10.224 14.237 7.694 -0.4612
H -2.300 19.093 6.646 0.3582
H -8.219 19.652 11.977 0.3617
N -9.840 16.414 8.783 -0.1631
H -5.149 17.502 4.418 0.3700
H -12.176 12.147 6.212 0.2341
O -8.611 21.004 0.491 -0.3509
H -8.170 18.562 1.020 0.3034
C -9.048 27.661 7.022 -0.9134
O -6.176 19.869 8.622 -0.0664
C -9.065 26.162 7.190 -0.2733
O -7.128 18.019 4.615 -0.4302
H -10.223 22.291 0.228 0.2930
H -9.182 23.776 3.870 0.2936
H -5.051 14.228 8.983 0.4001
H -5.480 25.377 7.820 0.2536
H -5.634 25.614 5.977 0.3033
H -8.667 21.148 2.570 -0.3193
H -1.951 20.628 3.426 0.4625
O -7.202 24.050 4.366 -0.2634
C -5.496 16.065 9.992 1.6155
C -3.616 25.197 6.752 0.1688
O -10.956 13.708 6.595 -0.3074
C -5.847 18.378 2.615 -1.1859
H -5.447 19.232 4.591 -0.1693
H -6.958 22.593 2.865 -0.1403
C -10.169 17.830 8.783 -0.5060
H -5.355 24.080 6.609 -0.3841
H -6.626 21.165 10.163 0.3774
C -6.665 22.167 8.266 -0.9312
H -11.260 17.953 8.794 0.5002
O -7.755 28.099 6.694 -0.1941
H -10.755 13.989 8.617 0.3754
C -2.780 20.356 4.078 -1.2837
H -6.405 17.696 6.580 0.3863
H -6.228 19.817 1.194 0.2484
H -9.982 23.772 6.170 0.3571
H -1.891 21.832 5.368 0.1454
C -4.601 21.429 9.547 -1.1184
C -8.949 24.067 5.965 -0.1625
H -6.787 18.598 11.558 0.2654
H -6.665 29.734 6.231 0.2214
H -10.204 17.821 10.896 0.3901
O -3.090 24.356 7.785 -0.6415
H -8.317 23.698 6.790 -0.0427
H -7.181 15.885 10.971 0.2679
C -1.753 20.005 6.391 -1.7114
H -4.791 18.510 2.340 0.4690
C -4.940 15.302 8.831 -1.5684
H -9.793 18.390 7.917 0.1524
C -10.286 15.754 7.561 -0.4329
C -6.498 23.488 3.292 -0.0983
H -3.326 23.450 7.552 0.2675
N -8.892 25.510 5.926 -0.3507
H -5.303 16.079 12.142 0.4097
H -4.036 21.833 8.707 -0.1460
H -7.996 30.057 7.319 0.3118
C -8.854 20.438 1.754 0.1204
H -11.273 12.020 7.763 0.3189
H -7.675 21.813 8.003 0.3798
H -4.603 14.658 11.324 0.3473
H -8.109 17.699 6.357 -0.2384
H -9.190 13.879 7.645 0.3068
H -8.696 22.760 -0.526 0.2556
N -6.601 19.479 2.068 -0.0518
H -3.967 20.843 6.815 -0.1517
H -6.230 22.252 7.271 -0.0752
H -6.877 23.136 8.722 0.4967
```

***

No. 3
Density functional theory data (ωB97M-V/def2-TZVPD) for a molecular structure, C7H3NO4PmS at a distorted geometry.

- lowest unoccupied orbital energy (alpha / beta) (eV) = -14.13 / -13.92
- ⟨S²⟩ = 6.005
- 2S+1 = 5
- charge = +3
- Kohn-Sham gap (alpha / beta) (eV) = 6.909 / 7.129

```
17
Properties=species:S:1:pos:R:3:mulliken_spin:R:1
Pm 0.644 0.883 -0.539 4.0272
O -2.691 -0.308 -3.356 0.0002
C 0.318 -1.300 -1.628 -0.0109
H -1.743 -0.315 0.430 -0.0005
C -0.238 -0.910 3.534 -0.0037
C 0.279 3.162 -1.652 -0.0005
C 0.677 -0.342 2.666 0.0016
C -1.929 0.260 -2.712 -0.0023
N 0.169 -0.093 1.388 -0.0092
C 2.341 0.139 -2.279 -0.0052
H 1.688 -0.111 2.902 0.0000
O 3.067 -0.258 -3.092 0.0024
O 0.227 -2.297 -2.200 0.0025
S -1.761 -1.121 2.740 0.0010
O 0.165 4.222 -2.102 0.0004
C -1.154 -0.391 1.325 -0.0030
H -0.057 -1.220 4.576 -0.0002
```

***

No. 4
Density functional theory data (ωB97M-V/def2-TZVPD) for a single C7H8N4 molecule at a distorted geometry.

- lowest unoccupied orbital energy (eV) = 0.14
- SMILES string = Cc1nnc2ccnn2c1C
- 2S+1 = 1
- Kohn-Sham gap (eV) = 8.785
- energy relative to the best compared isomer or geometry (same formula, charge and spin) (kJ/mol) = 549.0

```
19
Properties=species:S:1:pos:R:3:mulliken_charge:R:1
C 2.623 -1.223 -0.055 -0.3914
C 1.278 -1.121 -0.004 0.2172
H -0.621 2.298 -1.264 0.2672
N 1.030 0.225 -0.063 0.9288
H -1.938 2.063 0.013 0.4078
C -1.183 -0.561 0.076 0.4675
H 4.319 0.610 0.004 0.2825
N -0.858 -1.907 -0.254 -0.2724
C -2.710 -0.466 0.176 -1.2573
C -0.907 1.842 -0.217 -1.2805
H -2.950 -0.072 1.225 0.2872
H 3.177 -2.206 0.516 0.2141
H -3.517 0.011 -0.669 0.2272
H -0.255 2.629 0.432 0.2918
C 3.108 0.190 0.044 -0.0131
N 0.311 -2.207 -0.198 -0.4855
C -0.267 0.458 0.054 0.9977
N 2.106 0.964 0.020 -1.3458
H -2.746 -1.529 0.161 0.4571
```

***

No. 5
Density functional theory data (ωB97M-V/def2-TZVPD) for a molecular structure, C5H6N2O at a distorted geometry.

- lowest unoccupied orbital energy (eV) = 0.25
- 2S+1 = 1
- Kohn-Sham gap (eV) = 10.130
- energy relative to the best compared isomer or geometry (same formula, charge and spin) (kJ/mol) = 391.3

```
14
Properties=species:S:1:pos:R:3:mulliken_charge:R:1
C -0.770 0.614 -0.378 0.0272
C 0.626 1.104 -0.123 0.2433
N 2.157 -1.460 -0.744 -0.5456
H -2.419 -0.147 0.752 0.2649
C -1.037 -0.813 -0.820 -0.3981
N -1.361 -0.365 0.592 -0.5790
H -1.794 -0.979 -1.591 0.2507
C 1.967 -0.679 0.145 0.2567
H -0.254 -1.490 -0.998 0.2479
H -1.456 1.418 -0.582 0.4197
H 0.180 -0.443 1.527 0.3345
O 1.160 1.952 -0.842 -0.5552
C 1.222 0.271 1.040 -0.2928
H 1.780 1.017 2.021 0.3259
```

***

- Look up the 2S+1 of the first one.
  2

***

- Look up the 2S+1 of the second one.
  1

***

- Which formula does entry 5 have?
  C5H6N2O